13 unconnected molecules or ions with the total composition C52H78O26. Source: the OMol25 dataset; level of theory: ωB97M-V/def2-TZVPD.

Values from the calculation:
gap between HOMO and LUMO	9.6692	eV
highest occupied orbital energy	-9.86	eV
ΔE to the lowest compared entry with this formula, charge and spin	6.058	eV

Geometry (Å):
O 2.758 6.577 6.436
C 1.634 6.202 6.129
O 1.307 4.977 6.371
C 0.025 4.682 5.802
C -0.675 5.965 5.541
C 0.451 7.060 5.779
H -0.446 3.950 6.457
H 0.168 4.184 4.843
H -1.511 6.145 6.217
H -1.093 5.962 4.535
H 0.390 7.673 6.678
H 0.644 7.642 4.878
O 5.003 -7.162 -6.265
C 4.874 -6.166 -6.950
O 5.219 -4.935 -6.458
C 4.692 -3.907 -7.273
C 4.037 -4.607 -8.514
C 4.371 -6.080 -8.353
H 5.397 -3.146 -7.608
H 3.862 -3.433 -6.749
H 4.611 -4.306 -9.391
H 2.984 -4.522 -8.785
H 5.160 -6.411 -9.028
H 3.514 -6.723 -8.556
O -5.466 3.252 8.132
C -5.547 2.856 6.981
O -4.548 2.115 6.482
C -4.946 1.455 5.296
C -5.928 2.513 4.750
C -6.690 3.023 5.982
H -5.539 0.550 5.432
H -4.164 1.267 4.560
H -6.648 2.105 4.041
H -5.412 3.265 4.153
H -7.504 2.386 6.329
H -6.923 4.083 5.877
O 1.813 5.788 -7.092
C 2.501 4.845 -7.386
O 3.577 5.000 -8.208
C 4.096 3.761 -8.516
C 3.781 2.823 -7.400
C 2.325 3.370 -7.026
H 5.173 3.925 -8.543
H 3.600 3.365 -9.402
H 4.508 2.880 -6.590
H 3.937 1.805 -7.756
H 2.072 3.250 -5.972
H 1.516 2.911 -7.595
O -6.226 1.726 -2.894
C -7.412 2.101 -2.863
O -8.347 1.382 -3.560
C -9.660 1.654 -3.101
C -9.584 3.061 -2.493
C -8.091 3.196 -2.078
H -9.848 0.934 -2.305
H -10.362 1.504 -3.921
H -10.275 3.258 -1.674
H -9.840 3.829 -3.223
H -7.897 3.012 -1.021
H -7.641 4.156 -2.331
O -2.330 -3.224 5.979
C -2.175 -3.107 7.222
O -1.136 -2.391 7.622
C -1.264 -2.137 9.044
C -1.871 -3.468 9.492
C -2.915 -3.698 8.354
H -1.883 -1.249 9.168
H -0.244 -1.952 9.382
H -2.278 -3.440 10.503
H -1.195 -4.319 9.576
H -3.776 -3.054 8.530
H -3.423 -4.653 8.224
O -8.323 -2.850 -0.503
C -7.163 -3.177 -0.533
O -6.322 -2.869 0.503
C -5.129 -3.621 0.310
C -5.026 -3.800 -1.266
C -6.482 -3.877 -1.718
H -5.251 -4.570 0.832
H -4.256 -3.078 0.675
H -4.545 -4.766 -1.418
H -4.583 -2.905 -1.704
H -6.828 -4.898 -1.879
H -6.788 -3.293 -2.585
O 0.840 -0.516 -2.227
C 0.285 -0.100 -1.200
O 0.457 -0.741 0.043
C -0.186 0.011 1.066
C -1.137 0.908 0.330
C -0.518 1.133 -0.969
H 0.555 0.488 1.708
H -0.880 -0.638 1.599
H -1.342 1.776 0.957
H -2.072 0.351 0.270
H 0.118 2.018 -0.965
H -1.168 1.150 -1.844
O 2.681 4.482 1.175
C 3.841 4.153 1.015
O 4.164 3.110 0.219
C 5.598 3.031 0.022
C 6.124 3.784 1.193
C 5.037 4.715 1.698
H 5.909 3.537 -0.892
H 5.902 1.996 -0.135
H 6.943 4.371 0.776
H 6.520 3.097 1.941
H 5.044 5.742 1.333
H 4.894 4.614 2.774
O -1.822 9.798 -4.629
C -1.850 8.718 -4.017
O -0.869 8.399 -3.154
C -1.160 7.162 -2.541
C -2.195 6.467 -3.435
C -2.912 7.641 -4.058
H -1.507 7.135 -1.508
H -0.233 6.589 -2.546
H -2.963 5.809 -3.028
H -1.623 5.947 -4.204
H -3.719 7.958 -3.397
H -3.242 7.489 -5.085
O 7.509 -1.427 -2.782
C 7.244 -2.522 -2.208
O 8.181 -3.472 -1.960
C 7.560 -4.667 -1.587
C 6.307 -4.222 -0.884
C 5.901 -2.974 -1.632
H 8.170 -5.202 -0.859
H 7.393 -5.361 -2.411
H 6.502 -4.052 0.174
H 5.576 -5.027 -0.953
H 5.544 -2.172 -0.986
H 5.148 -3.220 -2.381
O 4.389 -1.550 3.944
C 4.124 -2.280 4.858
O 4.498 -1.981 6.116
C 4.339 -3.161 6.875
C 3.835 -4.284 5.964
C 3.329 -3.581 4.726
H 3.699 -2.930 7.727
H 5.326 -3.473 7.215
H 3.063 -4.779 6.554
H 4.582 -5.051 5.759
H 2.287 -3.261 4.759
H 3.494 -4.081 3.771
O 1.148 -10.015 -2.953
C 0.989 -8.824 -2.956
O 0.347 -8.066 -3.941
C 0.455 -6.627 -3.638
C 0.996 -6.534 -2.292
C 1.582 -7.909 -1.933
H -0.499 -6.145 -3.851
H 1.221 -6.282 -4.333
H 0.110 -6.377 -1.677
H 1.634 -5.659 -2.165
H 1.243 -8.148 -0.925
H 2.667 -7.902 -2.031

Atomic partial charges in e from the Löwdin method, atoms 1 to 5: 0.0835, -0.5414, 0.0622, -0.1622, -0.1360